Density functional theory data (ωB97M-V/def2-TZVPD) for one molecule with the formula C3H2N2OS2.

Summary:
Structure (SMILES): S=c1nncc(S)o1
Energy relative to the best compared isomer or geometry (same formula, charge and spin): 349.8 kJ/mol
Strongest force on any atom: 0.0946 Eh/bohr
Gap between HOMO and LUMO: 7.56 eV
Molar mass: 146.2 g/mol

Geometry as XYZ:
```
10
Properties=species:S:1:pos:R:3:nbo_charge:R:1
C -0.493 -0.206 -0.564 0.193
O 0.270 0.885 -0.339 -0.465
S -1.224 -0.183 -2.111 0.154
N 1.367 -0.322 1.338 -0.264
C -0.701 -1.202 0.394 -0.213
N 0.478 -1.378 1.265 -0.066
S 1.556 2.494 1.109 -0.012
H -0.703 0.981 -2.270 0.146
H -1.665 -2.024 0.427 0.266
C 1.116 0.955 0.752 0.263
```